{"formula": "C28H50N3O2P2Ti", "method": "ωB97M-V/def2-TZVPD", "multiplicity": 3, "homo_energy_ha": [-0.2589, -0.3288], "total_charge": 1, "de_lowest_kj_mol": 0.0, "gap_ev": [5.15, 7.05], "s_squared": 2.01, "species": ["Ti", "P", "P", "N", "C", "H", "H", "C", "H", "H", "C", "H", "H", "C", "H", "H", "C", "C", "H", "H", "H", "C", "C", "H", "H", "H", "C", "C", "H", "H", "H", "C", "C", "H", "H", "H", "C", "C", "H", "H", "H", "C", "H", "H", "H", "C", "H", "H", "H", "C", "H", "H", "H", "H", "H", "H", "H", "O", "H", "H", "C", "N", "N", "C", "O", "C", "C", "C", "C", "C", "C", "C", "C", "C", "H", "H", "H", "H", "H", "H", "H", "H", "H", "H", "H", "H"], "xyz": [[0.018, -1.019, 0.531], [-1.947, 1.772, 0.486], [1.486, -1.971, -1.100], [-1.659, -1.580, -0.469], [-3.222, 0.577, 0.097], [-3.690, 0.254, 1.040], [-4.003, 1.136, -0.451], [-2.891, -0.710, -0.724], [-3.476, -1.505, -0.307], [-3.266, -0.550, -1.755], [-1.326, -2.290, -1.736], [-1.468, -1.865, -2.764], [-2.170, -2.945, -1.544], [0.007, -2.994, -1.555], [0.239, -3.450, -2.514], [-0.136, -3.792, -0.814], [2.780, -3.131, -0.553], [2.638, -3.463, 0.940], [1.661, -3.897, 1.197], [2.807, -2.574, 1.567], [3.410, -4.201, 1.198], [1.912, -1.244, -2.722], [2.880, -0.062, -2.588], [2.959, 0.426, -3.569], [3.884, -0.389, -2.290], [2.515, 0.679, -1.864], [-2.185, 3.473, -0.120], [-1.219, 4.462, 0.548], [-1.226, 5.392, -0.040], [-0.182, 4.100, 0.575], [-1.534, 4.722, 1.570], [-1.866, 1.758, 2.343], [-0.600, 2.340, 2.984], [-0.476, 1.902, 3.986], [-0.674, 3.429, 3.122], [0.307, 2.111, 2.410], [-0.558, 1.423, -0.671], [2.379, -2.341, -3.692], [2.424, -3.348, -3.252], [1.684, -2.390, -4.540], [3.371, -2.097, -4.090], [-3.640, 3.915, -0.055], [-3.695, 4.934, -0.454], [-4.283, 3.278, -0.674], [-4.032, 3.928, 0.970], [-3.130, 2.388, 2.950], [-3.170, 2.149, 4.022], [-3.124, 3.485, 2.869], [-4.057, 2.003, 2.505], [4.183, -2.608, -0.871], [4.350, -1.607, -0.449], [4.909, -3.290, -0.414], [4.386, -2.579, -1.947], [2.559, -4.028, -1.154], [-1.886, 0.678, 2.584], [0.951, -0.839, -3.086], [-1.894, 3.403, -1.184], [0.565, 0.720, -0.133], [-0.805, 0.756, -1.523], [-0.580, 2.035, -1.713], [1.407, -2.207, 6.862], [1.319, -1.474, 5.611], [0.494, -1.865, 4.583], [0.800, -1.173, 3.464], [0.167, -1.364, 2.333], [1.880, -0.329, 3.809], [2.204, -0.585, 5.125], [3.305, -0.070, 5.976], [-0.476, -2.902, 4.733], [-1.519, -2.757, 5.649], [-2.461, -3.772, 5.771], [-2.374, -4.917, 4.962], [-1.350, -5.022, 4.012], [-0.407, -4.011, 3.879], [0.482, -2.753, 7.042], [1.555, -1.484, 7.678], [2.250, -2.919, 6.855], [2.371, 0.357, 3.133], [2.937, 0.325, 6.935], [4.061, -0.843, 6.190], [3.811, 0.746, 5.447], [-1.573, -1.847, 6.256], [-3.260, -3.674, 6.507], [-3.104, -5.715, 5.070], [-1.281, -5.907, 3.373], [0.400, -4.072, 3.147]], "atomic_forces_ev_per_a": [[-0.98, 1.26, -1.47], [1.12, 0.05, -1.00], [-1.14, 0.63, 0.50], [1.60, 3.94, -1.54], [-0.94, -0.42, -0.08], [0.19, 0.31, -0.15], [0.17, -0.38, 0.20], [0.23, -1.63, 0.83], [-2.14, 0.33, 0.01], [1.03, -0.19, 0.16], [-1.24, -0.46, 1.58], [0.30, 0.57, 0.97], [0.13, -1.66, -1.79], [0.18, -1.04, -0.93], [0.04, -0.61, -0.17], [0.28, 0.10, -0.07], [-0.15, -0.55, -0.62], [0.16, -0.14, -0.04], [0.19, 0.20, -0.16], [-0.12, -0.16, -0.22], [-0.16, 0.08, 0.03], [0.13, -0.14, 0.19], [0.03, 0.12, -0.25], [0.12, -0.02, 0.19], [-0.27, 0.14, -0.12], [0.04, -0.25, -0.11], [-0.91, 0.14, -0.15], [0.03, 0.19, 0.00], [0.00, -0.25, 0.18], [-0.28, 0.01, -0.02], [0.07, -0.13, -0.33], [0.60, -0.45, 0.03], [0.27, 0.13, 0.19], [-0.06, 0.11, -0.28], [0.05, -0.38, -0.14], [-0.23, 0.03, 0.07], [1.72, -1.88, -2.25], [0.00, 0.08, -0.68], [0.02, 0.33, -0.12], [0.29, -0.13, 0.09], [-0.16, -0.14, 0.02], [-0.20, 0.51, -0.06], [-0.20, -0.12, 0.09], [0.10, 0.18, 0.17], [0.06, 0.04, -0.32], [-0.23, 0.09, 0.04], [0.11, 0.01, -0.28], [0.03, -0.35, -0.04], [0.20, 0.13, 0.07], [0.15, -0.24, 0.13], [-0.07, -0.22, -0.06], [0.02, 0.15, -0.10], [-0.08, 0.04, 0.28], [0.48, -0.14, 0.31], [0.01, 0.33, -0.28], [0.20, -0.14, 0.26], [-0.22, 0.01, 0.46], [-0.44, 2.95, -0.68], [-1.97, -1.60, 1.10], [1.55, 1.40, 2.95], [0.41, -0.07, 0.41], [0.01, -0.25, 0.03], [-0.41, -0.46, 0.32], [-0.42, -0.18, -1.49], [1.24, -0.27, 5.22], [0.22, 0.12, -0.40], [-0.35, 0.02, -0.11], [0.42, 0.44, 0.07], [-0.51, -0.31, -0.55], [0.18, 0.15, -0.08], [-0.02, -0.40, -0.11], [0.24, 0.48, 0.06], [-0.26, -0.20, 0.04], [0.24, 0.34, 0.46], [0.19, 0.11, -0.04], [-0.07, -0.28, -0.30], [-0.34, 0.27, -0.06], [-0.05, -0.10, 0.12], [0.08, -0.15, -0.29], [-0.34, 0.16, -0.08], [-0.11, -0.21, 0.18], [-0.05, -0.39, -0.20], [0.20, -0.06, -0.25], [0.16, 0.18, -0.03], [-0.08, 0.35, 0.24], [-0.28, -0.01, 0.22]]}